{"formula": "C25H53N6O5", "method": "ωB97M-V/def2-TZVPD", "species": ["C", "C", "C", "C", "N", "N", "C", "N", "C", "C", "C", "C", "C", "N", "N", "N", "H", "H", "H", "H", "H", "H", "H", "H", "H", "H", "H", "H", "H", "H", "H", "H", "H", "H", "H", "H", "H", "H", "H", "C", "C", "O", "C", "H", "H", "H", "H", "H", "H", "C", "C", "O", "C", "H", "H", "H", "H", "H", "H", "C", "C", "O", "C", "H", "H", "H", "H", "H", "H", "C", "C", "O", "C", "H", "H", "H", "H", "H", "H", "C", "C", "O", "C", "H", "H", "H", "H", "H", "H"], "positions_angstrom": [[0.231348, -2.869893, 2.214407], [1.706431, -2.220528, 1.998985], [1.658181, -0.763380, 2.649305], [2.102860, 0.424558, 1.689740], [1.158411, 0.740833, 0.567102], [-0.059942, 0.071504, 0.662550], [-1.099857, 0.602620, 1.302670], [-2.293408, -0.198496, 1.300072], [-3.153626, 0.627988, 2.082973], [-4.594865, 0.056659, 2.357154], [-5.757519, 1.145225, 2.422888], [-7.025649, 0.825976, 1.516022], [-7.439647, -0.708429, 1.460274], [-6.820577, -1.266542, 0.203177], [-2.510690, 1.816859, 2.494172], [-1.222128, 1.820055, 2.008048], [-0.481152, -2.601428, 1.373929], [-0.243966, -2.457245, 3.171585], [0.259967, -3.992997, 2.337264], [1.862531, -2.183491, 0.864594], [2.435365, -2.933016, 2.481732], [0.657203, -0.505807, 3.135915], [2.405880, -0.773260, 3.517898], [3.149442, 0.207762, 1.285286], [2.150431, 1.365956, 2.344182], [1.576801, 0.395430, -0.311846], [-0.218414, -0.840201, 0.207944], [-4.764445, -0.787717, 1.623934], [-4.550785, -0.433909, 3.392778], [-6.113927, 1.254091, 3.497408], [-5.398626, 2.192295, 2.121986], [-6.901226, 1.281939, 0.485859], [-7.908218, 1.380586, 1.995001], [-6.956276, -1.314502, 2.304612], [-8.559033, -0.896978, 1.472181], [-6.973959, -2.278809, 0.137695], [-7.181873, -0.759191, -0.607921], [-2.925009, 2.545557, 3.077539], [-0.487130, 2.516705, 2.140690], [-7.761312, -5.297293, -2.821175], [-8.085398, -4.047213, -2.051112], [-7.724318, -3.903647, -0.896871], [-8.873168, -2.980152, -2.762688], [-7.191392, -5.976921, -2.184956], [-8.683789, -5.794705, -3.126837], [-7.157769, -5.046977, -3.696399], [-9.844724, -3.375033, -3.065445], [-8.319169, -2.629641, -3.636291], [-9.033009, -2.137288, -2.087120], [6.956746, 0.169998, 2.444335], [6.589580, -0.141822, 1.018497], [5.536528, -0.690802, 0.741937], [7.570728, 0.249507, -0.051672], [6.155283, -0.168126, 3.104434], [7.876679, -0.351800, 2.714005], [7.083943, 1.247421, 2.569790], [8.519607, -0.266560, 0.106691], [7.721348, 1.330713, -0.037039], [7.175107, -0.036651, -1.028266], [-5.113338, -2.602561, -4.051782], [-5.494246, -2.956350, -5.466454], [-6.551398, -3.501886, -5.719340], [-4.514748, -2.607724, -6.554998], [-5.910528, -2.910901, -3.373622], [-4.195699, -3.123794, -3.771894], [-4.976920, -1.522828, -3.962667], [-3.570376, -3.129263, -6.386417], [-4.351233, -1.528315, -6.576379], [-4.919593, -2.919549, -7.519039], [4.502804, 3.372826, -0.116614], [5.596098, 3.586450, -1.129678], [6.761883, 3.666840, -0.792130], [5.190802, 3.696243, -2.574756], [4.941024, 3.312535, 0.881488], [3.803496, 4.211068, -0.142327], [3.979437, 2.437475, -0.326675], [4.522013, 4.548746, -2.709632], [4.697792, 2.775498, -2.893435], [6.079660, 3.848033, -3.189145], [11.143847, 4.286977, 1.994985], [9.833222, 3.674605, 1.576062], [9.245471, 2.888078, 2.296068], [9.278409, 4.071293, 0.235367], [11.421067, 3.910374, 2.981293], [11.925607, 4.014064, 1.283459], [11.045854, 5.372998, 2.049682], [9.978464, 3.788502, -0.554467], [9.097185, 5.148094, 0.211997], [8.329525, 3.552644, 0.067470]], "forces_ev_per_angstrom": [[0.1, 0.1, 0.4], [-2.3, -0.2, -0.1], [1.2, 0.1, 0.3], [0.7, 0.0, 1.7], [1.0, -0.8, -0.6], [-0.7, 0.6, 0.2], [-2.2, -1.1, 0.1], [0.3, 5.6, 3.0], [1.8, -1.6, -1.6], [0.6, 0.7, 1.1], [-0.4, 0.5, -0.1], [-1.1, 0.2, 1.0], [1.0, -0.4, -0.9], [-0.1, 0.3, 1.1], [-2.2, -2.3, -0.4], [0.6, -3.1, -1.8], [0.8, -0.5, 0.9], [0.7, -0.6, -1.3], [0.0, 1.3, -0.4], [0.2, 0.0, 1.6], [-0.5, 1.2, -0.6], [1.2, -0.6, -0.8], [-1.0, 0.3, -1.2], [-1.4, 0.4, 0.4], [0.2, -1.3, -0.9], [-0.3, 0.6, 0.6], [0.1, 0.7, 0.6], [0.2, 1.3, 0.5], [0.2, 0.6, -1.4], [0.5, -0.3, -1.3], [-0.3, -1.5, 0.4], [-0.1, -0.9, 1.1], [1.3, -0.6, -0.7], [-0.9, 1.0, -0.9], [1.2, 0.6, 0.2], [-0.3, 0.7, -0.4], [0.0, -0.6, 0.3], [0.5, -0.3, -0.4], [-0.7, -0.2, 0.1], [0.2, -0.2, 0.3], [0.1, -0.1, 0.4], [0.0, -0.1, -0.4], [0.0, 0.3, 0.3], [-0.1, 0.1, 0.0], [0.1, 0.1, -0.2], [-0.3, 0.0, -0.2], [0.1, 0.0, -0.2], [-0.2, -0.2, -0.2], [0.0, -0.1, 0.0], [-0.4, -0.1, 0.1], [-0.3, -0.2, 0.0], [0.1, 0.3, 0.0], [-0.2, -0.1, -0.3], [0.1, 0.0, -0.1], [0.1, 0.2, 0.0], [0.3, -0.1, 0.0], [0.1, 0.2, 0.1], [0.2, -0.1, 0.1], [0.0, 0.0, 0.1], [-0.3, -0.1, 0.1], [-0.5, -0.3, -0.2], [0.4, 0.2, 0.2], [-0.2, -0.1, -0.3], [0.1, 0.0, 0.0], [0.1, 0.2, 0.0], [0.2, -0.1, 0.0], [0.1, 0.2, 0.0], [0.2, -0.1, 0.1], [0.0, 0.0, 0.1], [0.2, 0.0, 0.4], [0.5, 0.0, 0.0], [-1.4, -0.1, -0.6], [0.4, 0.1, -0.1], [0.0, 0.0, -0.1], [-0.1, -0.1, -0.1], [-0.1, 0.1, -0.1], [-0.1, -0.2, 0.0], [-0.2, 0.1, 0.0], [-0.1, 0.0, 0.1], [0.0, -0.2, 0.4], [-0.1, -0.2, 0.2], [0.1, 0.2, -0.2], [-0.2, -0.6, 0.3], [0.0, 0.0, -0.1], [0.0, 0.2, -0.1], [0.1, 0.0, -0.2], [0.1, 0.2, 0.0], [0.1, 0.0, -0.1], [0.9, 0.4, 0.3]], "total_charge": 1, "homo_ev": -10.8, "fmax_ev_per_a": 6.361}



{"formula": "C25H54B3N6O16PS", "method": "ωB97M-V/def2-TZVPD", "species": ["C", "C", "C", "C", "O", "B", "O", "B", "C", "C", "C", "C", "C", "C", "C", "C", "C", "C", "C", "C", "N", "C", "C", "C", "C", "O", "B", "P", "O", "O", "S", "O", "H", "H", "H", "H", "H", "H", "H", "H", "H", "H", "H", "H", "H", "H", "H", "H", "H", "H", "H", "H", "H", "H", "H", "H", "H", "H", "H", "H", "H", "H", "H", "H", "H", "H", "H", "H", "H", "H", "H", "C", "N", "O", "O", "H", "H", "H", "C", "N", "O", "O", "H", "H", "H", "C", "N", "O", "O", "H", "H", "H", "C", "N", "O", "O", "H", "H", "H", "C", "N", "O", "O", "H", "H", "H"], "positions_angstrom": [[2.407875, -1.531183, 2.200931], [2.421008, -0.027439, 2.424138], [3.817982, 0.586453, 2.326093], [4.293745, 0.845991, 0.902816], [4.095239, 2.214375, 0.488458], [3.109173, 2.408290, -0.407104], [1.819455, 1.890339, -0.276764], [1.518704, 1.055388, -1.341088], [0.412249, -0.033646, -1.288232], [0.877430, -1.292657, -2.060646], [0.283614, -2.597185, -1.549800], [-1.263468, -2.723968, -1.566545], [-2.006954, -1.811902, -2.546885], [-3.386238, -2.347289, -2.981722], [-4.202789, -3.010338, -1.870579], [-4.779755, -1.942834, -0.898465], [-4.358646, -2.120746, 0.551736], [-4.649272, -0.899219, 1.441743], [-3.752255, 0.293988, 1.081122], [-4.318171, 1.662796, 1.430625], [-5.521586, 2.045568, 0.708500], [-6.187591, 3.218981, 0.997060], [-7.251842, 3.325536, 0.132790], [-7.263796, 2.179191, -0.708057], [-6.178018, 1.425154, -0.304967], [2.326545, 1.243566, -2.489985], [2.633568, 2.594567, -2.577883], [1.926571, 3.540509, -4.088089], [3.005448, 4.526933, -4.737619], [1.673172, 2.457840, -5.259712], [0.270550, 4.401973, -3.603352], [3.344339, 3.170263, -1.573103], [1.380191, -1.893853, 2.232522], [2.953426, -2.066956, 2.975789], [2.817012, -1.833258, 1.234294], [1.724843, 0.469926, 1.752541], [2.065286, 0.144928, 3.440927], [3.862380, 1.535895, 2.857792], [4.513296, -0.087951, 2.823446], [3.880244, 0.124075, 0.194173], [5.370602, 0.692929, 0.890895], [0.093998, -0.251110, -0.271322], [-0.444311, 0.384337, -1.825201], [0.741987, -1.199558, -3.134585], [1.961116, -1.379283, -1.927581], [0.679721, -3.418935, -2.149863], [0.612362, -2.793893, -0.528929], [-1.496265, -3.747800, -1.858464], [-1.643852, -2.573472, -0.559572], [-2.201851, -0.857084, -2.052489], [-1.422441, -1.571852, -3.433367], [-3.958417, -1.481661, -3.322348], [-3.281819, -2.988037, -3.858459], [-5.057339, -3.482378, -2.357690], [-3.659682, -3.783333, -1.334048], [-4.463354, -0.972527, -1.271082], [-5.867332, -1.996843, -0.920078], [-3.293043, -2.328131, 0.665292], [-4.884546, -2.962425, 1.005843], [-5.704795, -0.628080, 1.430364], [-4.386579, -1.198727, 2.454028], [-2.842580, 0.195570, 1.676914], [-3.425402, 0.301944, 0.040255], [-4.479204, 1.749178, 2.504325], [-3.552014, 2.401438, 1.183503], [-5.869816, 3.907654, 1.756836], [-7.966830, 4.130276, 0.085372], [-7.949530, 1.937446, -1.496521], [-5.896469, 0.483324, -0.738180], [2.742432, 4.706749, -5.652728], [1.389944, 1.613670, -4.885889], [1.808609, 6.744745, -1.200885], [1.021604, 7.942688, -0.797757], [1.614504, 8.854016, -0.256311], [-0.165174, 7.925699, -1.039855], [2.842964, 6.906146, -0.920120], [1.389350, 5.888463, -0.682118], [1.705425, 6.628690, -2.274773], [7.557694, 0.317048, 4.327779], [6.325679, -0.004268, 5.097927], [5.644382, -0.933910, 4.715097], [6.080563, 0.691989, 6.058920], [7.638129, -0.380547, 3.504073], [7.459699, 1.334084, 3.967436], [8.398461, 0.223967, 5.009403], [-2.476483, -7.030522, -4.234386], [-1.865116, -5.824970, -3.611506], [-1.902093, -5.731458, -2.401863], [-1.368930, -5.012122, -4.361234], [-2.875246, -7.658025, -3.446567], [-3.262254, -6.687970, -4.900774], [-1.694429, -7.541244, -4.787541], [9.453602, 0.775136, -0.156834], [8.432542, 0.708965, 0.923865], [8.349850, 1.650190, 1.684737], [7.744914, -0.290277, 0.969220], [9.982528, 1.716429, -0.070345], [10.123958, -0.068128, -0.021938], [8.927526, 0.704290, -1.103816], [-3.351744, -2.440050, 6.279917], [-3.860386, -2.050411, 4.935609], [-3.046960, -1.917410, 4.042371], [-5.056065, -1.893672, 4.829081], [-2.274917, -2.543155, 6.222307], [-3.635706, -1.655092, 6.973927], [-3.824130, -3.380825, 6.544793]], "forces_ev_per_angstrom": [[-0.3, -0.2, -0.2], [0.2, 0.0, 0.5], [-0.4, -0.1, -0.3], [0.8, -0.2, 0.9], [-0.2, -0.4, -0.5], [0.1, 0.9, 0.3], [0.5, -0.6, -0.2], [-0.1, -0.2, 0.4], [0.2, 0.1, -0.9], [0.5, -0.2, 0.8], [-0.7, -0.3, -0.2], [0.4, 0.0, -0.6], [-0.6, 0.2, 0.5], [0.4, 0.1, 0.0], [-0.7, 0.6, -0.3], [0.5, -0.8, 0.1], [-0.2, 0.5, 0.6], [0.4, -0.1, -0.2], [-0.2, 0.1, 0.4], [0.6, 0.0, -0.4], [-0.4, 0.6, 0.6], [-0.4, -0.2, -0.7], [-0.2, 0.0, -0.1], [0.9, 0.2, 0.9], [-0.6, -0.3, -0.9], [-1.1, 0.5, -0.1], [1.2, -0.1, -0.4], [-1.1, 0.4, -0.2], [0.2, -0.5, -0.2], [0.6, -0.1, 0.1], [0.1, -0.1, 0.3], [-0.6, -0.1, 0.3], [-0.1, -0.1, 0.0], [0.2, 0.1, 0.1], [0.1, 0.1, -0.1], [0.0, 0.1, -0.1], [-0.2, 0.1, 0.0], [0.0, 0.1, 0.0], [0.1, 0.0, 0.0], [-0.3, 0.1, -0.1], [0.1, 0.1, -0.2], [0.0, -0.1, 0.1], [-0.2, 0.1, 0.2], [-0.2, 0.2, -0.1], [0.1, -0.1, -0.1], [0.1, 0.0, -0.1], [0.2, 0.1, 0.1], [0.1, 0.2, 0.4], [-0.1, 0.0, 0.0], [0.1, 0.1, 0.0], [0.1, -0.1, -0.1], [-0.1, 0.0, -0.2], [0.1, -0.3, 0.1], [0.0, -0.3, 0.0], [0.1, -0.1, 0.0], [-0.1, 0.2, 0.1], [-0.1, 0.3, -0.1], [0.1, -0.1, -0.2], [0.0, -0.2, -0.2], [-0.1, 0.0, -0.1], [-0.4, 0.2, -0.1], [0.2, 0.0, -0.1], [-0.2, -0.1, -0.1], [-0.3, -0.1, 0.1], [0.0, 0.1, 0.0], [0.2, -0.1, 0.1], [0.1, 0.1, 0.1], [-0.1, 0.0, -0.1], [0.4, -0.1, 0.3], [0.1, 0.2, 0.0], [-0.1, -0.1, -0.1], [0.3, 0.1, 0.1], [0.1, 0.0, 0.0], [0.0, 0.0, 0.0], [0.0, 0.0, 0.0], [0.0, 0.1, 0.0], [-0.1, 0.0, -0.1], [-0.1, -0.1, 0.0], [0.0, -0.1, 0.0], [0.1, 0.0, 0.0], [0.0, -0.1, 0.1], [0.0, 0.0, 0.0], [-0.1, 0.0, 0.0], [0.0, 0.0, 0.1], [0.0, 0.1, 0.1], [-0.1, -0.1, 0.1], [0.0, 0.0, 0.0], [0.0, -0.3, -0.1], [0.1, 0.0, 0.0], [0.0, 0.0, 0.0], [0.1, 0.0, -0.1], [0.0, 0.1, -0.1], [0.1, 0.1, 0.0], [0.1, 0.1, -0.1], [0.0, 0.0, -0.1], [0.0, 0.0, 0.0], [0.0, 0.0, 0.0], [-0.1, -0.1, 0.0], [0.0, -0.1, 0.0], [0.2, 0.0, 0.0], [0.2, 0.0, 0.1], [0.0, -0.1, 0.2], [0.0, 0.0, 0.0], [0.0, 0.0, -0.1], [-0.1, 0.0, 0.0], [-0.1, 0.0, 0.0]], "homo_ev": -7.7, "fmax_ev_per_a": 1.309}



The evaluated gap between HOMO and LUMO for the records listed, in turn: 0.3074 0.2672 Ha.